1.
C19H35ClN2O8PS2 | the ωB97M-V functional and the def2-TZVPD basis

As for the gap between HOMO and LUMO: 7.40 eV.

The geometry in ORCA input format:
```
! wB97M-V def2-TZVPD RIJCOSX def2/J DEFGRID3
* xyz -1 1
H 5.238 -0.411 -2.763
N 4.404 -0.979 -2.920
C 3.365 -0.267 -2.751
C 1.983 -0.886 -2.954
C 1.120 -1.008 -1.644
C 1.403 -2.445 -1.106
N 2.841 -2.775 -1.143
C 3.024 -4.210 -0.907
O 1.723 -0.162 -0.652
S 1.269 1.391 -0.648
O 1.929 1.957 0.491
O 1.680 2.113 -1.812
C -0.531 1.338 -0.435
C -0.777 0.650 0.924
C -0.373 1.454 2.179
P -1.321 1.023 3.679
O -2.724 1.421 3.620
O -0.585 1.849 4.867
C 0.633 1.243 5.329
C 1.711 2.317 5.585
O -1.116 -0.542 4.062
C -1.956 -1.430 3.296
C -2.731 -2.299 4.303
C -1.174 2.775 -0.356
O -0.559 3.754 -0.832
O -2.277 2.836 0.198
C -1.098 0.538 -1.682
C -2.637 0.465 -1.517
C -0.885 1.364 -3.010
C -2.026 1.368 -4.045
C -1.491 1.957 -5.379
C -0.447 -0.901 -1.858
S -1.462 -2.109 -0.835
Cl -0.763 -1.596 -3.509
H 3.498 0.791 -2.510
H 2.158 -1.864 -3.404
H 1.527 -0.267 -3.734
H 0.918 -3.209 -1.712
H 1.146 -2.509 -0.039
H 3.299 -2.252 -0.408
H 2.135 -4.671 -0.449
H 3.846 -4.352 -0.193
H 3.323 -4.740 -1.818
H -0.173 -0.271 0.941
H -1.800 0.309 1.079
H -0.402 2.543 2.099
H 0.667 1.189 2.423
H 0.423 0.788 6.305
H 1.071 0.521 4.634
H 1.342 3.069 6.284
H 1.969 2.758 4.617
H 2.583 1.786 5.981
H -2.648 -0.917 2.627
H -1.293 -2.110 2.744
H -3.125 -1.629 5.072
H -2.072 -3.025 4.784
H -3.557 -2.797 3.787
H -2.948 0.146 -0.522
H -3.076 -0.267 -2.203
H -3.081 1.452 -1.636
H 0.005 1.028 -3.551
H -0.670 2.417 -2.791
H -2.460 0.390 -4.262
H -2.850 2.020 -3.738
H -0.438 1.703 -5.537
H -1.586 3.048 -5.317
H -2.074 1.641 -6.251
H -0.865 -2.183 0.370
*
```



2.
C6H10 | the ωB97M-V functional and the def2-TZVPD basis

As for the gap between HOMO and LUMO: 7.03 eV.

The geometry in ORCA input format:
```
! wB97M-V def2-TZVPD RIJCOSX def2/J DEFGRID3
* xyz 0 1
C -0.309 -2.174 0.472
C 0.526 -1.053 -0.105
C -0.329 1.044 0.414
C 0.107 2.448 0.376
C -0.252 0.161 -0.634
C -0.645 0.483 -1.958
H -0.970 -1.797 1.263
H -0.933 -2.612 -0.311
H 0.330 -2.947 0.908
H 1.252 -0.708 0.651
H 1.135 -1.364 -0.959
H -0.431 0.598 1.409
H 1.211 2.363 0.377
H -0.168 2.924 -0.566
H -0.161 3.017 1.267
H -0.362 -0.383 -2.605
*
```



3.
CH5N3O2 | the ωB97M-V functional and the def2-TZVPD basis

As for the gap between HOMO and LUMO: 9.89 eV.

The geometry in ORCA input format:
```
! wB97M-V def2-TZVPD RIJCOSX def2/J DEFGRID3
* xyz 0 1
N -0.190 1.193 -0.040
C 0.231 -0.011 -0.315
N -0.194 -1.158 0.471
N 1.997 0.016 -0.027
O 2.624 -1.005 -0.130
O 2.285 1.135 0.357
H -0.122 1.692 0.865
H -0.303 1.933 -0.697
H 0.145 -0.246 -1.387
H 0.079 -0.981 1.367
H 0.172 -2.060 0.144
*
```



4.
C2H5OS | the ωB97M-V functional and the def2-TZVPD basis

As for the gap between HOMO and LUMO: 6.80 eV.

The geometry in ORCA input format:
```
! wB97M-V def2-TZVPD RIJCOSX def2/J DEFGRID3
* xyz -1 1
S 2.078 0.058 -0.201
H 2.570 -1.215 0.110
O -2.340 0.497 -0.618
C -1.313 0.476 0.035
C -0.992 -0.757 0.776
H -0.576 1.355 0.256
H -1.943 -1.228 1.009
H -0.376 -0.514 1.717
H -0.372 -1.618 0.195
*
```



5.
Cl6O24Sr | the ωB97M-V functional and the def2-TZVPD basis

As for the gap between HOMO and LUMO: 8.84 eV.

The geometry in ORCA input format:
```
! wB97M-V def2-TZVPD RIJCOSX def2/J DEFGRID3
* xyz -4 1
Sr 8.364 6.993 7.707
Cl 9.129 10.814 6.712
O 8.907 11.249 5.349
O 10.501 11.141 7.069
O 8.249 11.520 7.632
O 8.882 9.374 6.785
Cl 10.226 4.350 7.208
O 10.448 5.828 7.096
O 8.939 4.318 7.990
O 10.071 3.828 5.931
O 11.151 3.678 8.050
Cl 6.126 6.003 4.755
O 6.447 4.865 3.949
O 5.849 7.162 3.956
O 5.032 5.743 5.688
O 7.405 6.335 5.511
Cl 3.439 14.234 13.537
O 4.863 14.512 13.723
O 2.726 14.476 14.757
O 2.986 15.061 12.510
O 3.345 12.890 13.108
Cl 5.321 7.526 9.166
O 6.054 6.336 8.630
O 5.353 7.480 10.554
O 6.140 8.682 8.812
O 3.965 7.551 8.701
Cl 10.639 7.385 10.836
O 10.315 6.937 12.194
O 10.918 8.755 10.767
O 11.754 6.600 10.367
O 9.480 7.097 9.972
*
```



6.
C5H8BrI | the ωB97M-V functional and the def2-TZVPD basis

As for the gap between HOMO and LUMO: 7.55 eV.

The geometry in ORCA input format:
```
! wB97M-V def2-TZVPD RIJCOSX def2/J DEFGRID3
* xyz 0 1
C -0.273 -0.792 -0.351
C -0.727 -0.923 2.820
C -0.473 1.314 -1.644
C 1.187 -0.320 -0.571
C 0.007 0.642 -0.352
Br 0.990 -0.283 2.749
I -1.082 -2.263 4.460
H -0.685 -1.312 -1.258
H -1.505 1.726 -1.656
H -0.467 0.680 -2.439
H 0.221 2.238 -1.715
H 1.809 -0.248 0.344
H 1.549 -0.368 -1.577
H -0.378 -1.261 0.596
H -0.173 1.169 0.595
*
```